# 1
Below is a molecular structure, C16H34N2O10 at a distorted geometry, with properties calculated with the ωB97M-V functional and the def2-TZVPD basis.

ORCA input file:
```
! RIJCOSX wB97M-V def2-TZVPD def2/J DEFGRID3
* xyz 0 1
C -6.285 -28.286 -2.144
O -5.513 -28.361 -3.393
H -7.323 -28.275 -2.478
H -5.912 -29.168 -1.623
H -5.995 -27.358 -1.652
H -5.564 -29.237 -3.781
C -8.706 -27.375 -1.898
O -7.728 -26.981 -0.893
H -8.762 -28.460 -1.820
H -9.679 -26.915 -1.725
H -8.349 -27.085 -2.886
H -7.856 -26.033 -0.819
C -5.517 -24.621 -4.250
C -6.462 -25.780 -4.726
C -7.106 -26.481 -3.485
O -8.449 -26.427 -3.795
C -8.638 -25.546 -4.788
O -9.705 -25.230 -5.279
O -7.537 -25.134 -5.277
H -4.713 -25.086 -3.679
H -5.942 -24.047 -3.427
H -5.182 -23.847 -4.941
H -6.125 -26.335 -5.602
H -6.804 -25.990 -2.560
H -6.653 -27.470 -3.416
C -9.411 -28.898 -6.349
C -8.987 -28.013 -5.164
C -10.099 -27.664 -4.215
O -9.870 -28.517 -3.068
C -8.596 -29.124 -3.172
O -8.192 -30.037 -2.414
O -8.093 -28.788 -4.354
H -10.343 -28.497 -6.748
H -9.669 -29.908 -6.033
H -8.660 -29.013 -7.130
H -8.414 -27.144 -5.486
H -11.059 -27.891 -4.679
H -9.962 -26.617 -3.945
C -4.709 -30.099 -4.322
O -3.892 -29.257 -4.401
N -5.880 -30.063 -5.028
C -6.850 -31.149 -4.845
C -6.270 -28.889 -5.953
H -4.704 -30.868 -3.535
H -6.963 -31.519 -3.826
H -6.418 -31.981 -5.400
H -7.856 -30.980 -5.228
H -6.529 -29.305 -6.926
H -6.946 -28.101 -5.621
H -5.337 -28.338 -6.071
C -3.316 -28.970 0.389
O -4.102 -29.891 0.429
N -3.148 -28.054 -0.555
C -2.022 -27.076 -0.496
C -3.943 -27.854 -1.792
H -2.469 -28.876 1.086
H -1.591 -26.993 -1.494
H -1.232 -27.310 0.218
H -2.306 -26.080 -0.157
H -3.341 -28.339 -2.561
H -4.899 -28.377 -1.804
H -4.185 -26.796 -1.890
*
```

Summary:
Relative energy (zero: lowest compared OMol25 entry of this formula, charge and spin) ... 2097.8 kJ/mol
Electronic energy ... -40575.984 eV
Gap between HOMO and LUMO ... 9.1085 eV

# 2
Below is 4 unconnected molecules or ions with the total composition C16H34O14PS at a distorted geometry, with properties calculated with the ωB97M-V functional and the def2-TZVPD basis.

ORCA input file:
```
! RIJCOSX wB97M-V def2-TZVPD def2/J DEFGRID3
* xyz -1 1
O 4.684 -4.720 -1.321
S 4.208 -5.462 -2.494
O 4.271 -6.929 -2.264
O 2.598 -5.090 -2.736
C 5.100 -5.107 -4.048
C 6.222 -4.039 -3.934
C 7.341 -4.375 -2.913
C 8.694 -4.237 -3.690
P 10.080 -4.296 -2.503
O 10.487 -2.653 -2.263
O 11.369 -4.984 -3.411
H 2.417 -5.127 -3.676
H 4.358 -4.729 -4.777
H 5.511 -6.033 -4.461
H 6.702 -4.000 -4.927
H 5.804 -3.032 -3.778
H 7.317 -3.677 -2.065
H 7.242 -5.411 -2.529
H 8.735 -5.125 -4.360
H 10.676 -2.220 -3.104
H 12.074 -5.134 -2.792
C -3.073 -1.560 -0.853
C -1.960 -0.543 -0.702
O -0.807 -1.111 -0.074
C -0.058 -1.890 -0.862
O -0.267 -2.126 -2.021
O 0.947 -2.361 -0.134
C 1.790 -3.291 -0.835
H -3.307 -2.014 0.111
H -3.972 -1.087 -1.251
H -2.782 -2.366 -1.526
H -2.290 0.266 -0.050
H -1.689 -0.096 -1.660
H 2.155 -2.866 -1.764
H 1.247 -4.212 -1.023
H 2.640 -3.510 -0.195
C -6.071 0.898 4.096
C -5.058 1.084 2.984
O -5.680 1.036 1.691
C -6.345 2.130 1.337
O -6.458 3.132 1.989
O -6.881 1.915 0.135
C -7.704 2.985 -0.328
H -6.640 -0.021 3.943
H -5.570 0.849 5.063
H -6.784 1.721 4.122
H -4.340 0.265 3.003
H -4.495 2.012 3.101
H -7.169 3.933 -0.308
H -8.611 3.048 0.274
H -7.979 2.760 -1.356
C -0.314 7.026 3.639
C -1.501 7.614 4.375
O -2.683 7.601 3.565
C -3.278 6.413 3.450
O -2.922 5.390 3.967
O -4.333 6.558 2.651
C -5.015 5.329 2.370
H -0.168 7.534 2.684
H 0.593 7.124 4.236
H -0.468 5.969 3.423
H -1.306 8.661 4.606
H -1.684 7.102 5.321
H -5.290 4.812 3.283
H -4.389 4.693 1.746
H -5.919 5.575 1.823
*
```

Summary:
Electronic energy ... -65932.529 eV
Gap between HOMO and LUMO ... 3.7770 eV

# 3
Below is a molecular structure, C16H34O3P2STc at a distorted geometry, with properties calculated with the ωB97M-V functional and the def2-TZVPD basis.

ORCA input file:
```
! RIJCOSX wB97M-V def2-TZVPD def2/J DEFGRID3
* xyz 2 4
P -0.120 -1.767 -2.050
P 0.437 1.799 -1.953
C -0.246 -0.584 -3.479
C 0.586 0.704 -3.449
H -1.321 -0.384 -3.650
H 0.097 -1.224 -4.311
H 1.657 0.509 -3.590
H 0.263 1.363 -4.261
C -1.185 2.567 -2.309
H -1.405 3.279 -1.500
H -1.991 1.822 -2.410
H -1.071 3.116 -3.258
C 1.621 3.128 -2.338
H 1.287 3.670 -3.239
H 2.624 2.717 -2.526
H 1.643 3.827 -1.489
C -1.105 -3.171 -2.661
H -1.009 -3.993 -1.934
H -0.691 -3.491 -3.632
H -2.158 -2.888 -2.801
C 1.587 -2.346 -2.316
H 2.322 -1.527 -2.330
H 1.599 -2.861 -3.286
H 1.813 -3.060 -1.515
Tc -0.214 -0.417 2.415
C 0.404 1.892 0.722
C -0.836 1.185 0.842
C -1.460 0.194 -0.154
C -1.642 -1.266 0.286
C -0.351 -1.858 0.796
C 0.980 -1.283 0.864
C 1.593 -0.216 0.004
C 1.738 1.223 0.574
C 0.196 -1.998 3.569
H 0.445 2.872 1.206
H -1.659 1.886 1.100
H -0.868 0.185 -1.079
H -2.427 0.578 -0.515
H -2.437 -1.325 1.046
H -2.025 -1.829 -0.588
H -0.431 -2.941 0.991
H 1.745 -2.017 1.163
H 1.037 -0.127 -0.942
H 2.590 -0.540 -0.350
H 2.298 1.138 1.541
H 2.383 1.771 -0.156
H 0.928 -1.785 4.360
H 0.533 -2.881 3.020
H -0.742 -2.266 4.073
C -0.926 0.761 6.073
S -0.834 1.461 4.415
O -1.739 0.553 3.577
O -1.173 2.856 4.386
O 0.535 1.072 3.859
H -1.269 1.602 6.678
H 0.039 0.387 6.423
H -1.642 -0.069 6.088
*
```

Summary:
Electronic energy ... -54874.907 eV
Expectation value of S² ... 3.822
Gap between HOMO and LUMO (alpha / beta) ... 5.4167 / 4.2749 eV

# 4
Below is 2 unconnected molecules or ions with the total composition C16H35ClFIO4P at a distorted geometry, with properties calculated with the ωB97M-V functional and the def2-TZVPD basis.

ORCA input file:
```
! RIJCOSX wB97M-V def2-TZVPD def2/J DEFGRID3
* xyz -1 1
C 1.727 0.251 5.514
C 1.649 1.881 5.351
C 1.061 2.337 3.860
C -0.221 3.354 4.104
C -1.136 3.538 2.721
C -2.715 3.105 2.962
C -3.096 1.618 2.384
C -2.177 0.392 2.975
C -1.428 -0.433 1.771
C -2.318 -1.727 1.255
C -1.453 -2.400 0.005
C -2.500 -2.463 -1.273
C -1.771 -2.797 -2.715
P -0.508 -1.430 -3.263
F -1.454 -0.138 -2.521
C 0.693 -2.696 -4.038
I 1.738 -3.700 -2.339
C 1.891 -2.051 -4.956
C 1.898 -0.414 -5.039
H 2.543 -0.202 4.783
H 2.095 0.010 6.604
H 0.695 -0.279 5.301
H 2.688 2.382 5.600
H 0.875 2.272 6.159
H 1.848 2.913 3.211
H 0.748 1.357 3.260
H -0.897 2.844 4.921
H 0.217 4.374 4.490
H -1.109 4.700 2.472
H -0.643 3.001 1.801
H -3.378 3.880 2.389
H -3.028 3.150 4.106
H -3.019 1.602 1.205
H -4.215 1.399 2.694
H -1.317 0.766 3.714
H -2.875 -0.321 3.590
H -1.281 0.292 0.846
H -0.380 -0.861 2.112
H -3.423 -1.420 0.929
H -2.370 -2.479 2.160
H -1.268 -3.535 0.317
H -0.448 -1.846 -0.223
H -3.211 -3.396 -1.050
H -3.232 -1.530 -1.315
H -2.656 -2.836 -3.516
H -1.298 -3.889 -2.745
H -0.820 -0.804 -4.555
H 0.608 -0.987 -2.420
H 0.061 -3.509 -4.641
H 1.868 -2.583 -6.024
H 2.946 -2.363 -4.494
H 2.814 -0.112 -5.742
H 0.932 -0.039 -5.629
H 2.065 0.136 -4.020
O 4.483 0.916 -7.333
Cl 5.598 0.337 -6.609
O 5.720 0.981 -5.315
O 6.820 0.534 -7.364
O 5.368 -1.082 -6.423
*
```

Summary:
Electronic energy ... -57966.908 eV
Gap between HOMO and LUMO ... 7.9772 eV

What is the formula in the third record? C16H34O3P2STc

Which value of electronic energy does entry 1 give? -40575.984 eV

The lowest electronic energy belongs to which entry? C16H34O14PS